[1]
Density functional theory data (ωB97M-V/def2-TZVPD) for a 8-piece molecular cluster, C29H72Cl2O7 overall in a non-equilibrium geometry.

```
! RIJCOSX wB97M-V def2-TZVPD def2/J DEFGRID3
* xyz 0 1
C -4.067 5.271 -1.675
C -3.187 4.436 -2.593
O -3.654 3.014 -2.716
C -3.058 2.469 -3.912
C -3.655 1.090 -4.086
H -3.751 6.303 -1.748
H -5.100 5.131 -1.879
H -3.879 4.907 -0.689
H -3.310 4.764 -3.624
H -2.194 4.307 -2.203
H -3.306 3.030 -4.814
H -2.003 2.444 -3.747
H -3.287 0.638 -4.940
H -4.780 1.132 -4.032
H -3.351 0.409 -3.205
C 3.807 -2.614 -1.745
C 4.274 -3.811 -2.488
O 3.593 -3.724 -3.735
C 3.687 -4.849 -4.613
C 3.134 -4.448 -5.926
H 4.222 -1.711 -2.139
H 2.736 -2.543 -1.770
H 4.099 -2.685 -0.681
H 5.356 -3.829 -2.623
H 3.982 -4.737 -2.024
H 4.688 -5.202 -4.674
H 3.090 -5.692 -4.195
H 3.777 -3.699 -6.419
H 2.136 -3.942 -5.823
H 3.046 -5.246 -6.662
C 1.570 -0.698 3.755
C 0.945 -0.152 2.429
O 1.691 0.829 1.763
C 2.712 0.250 1.011
C 3.502 1.363 0.309
H 2.506 -1.168 3.533
H 1.670 0.055 4.534
H 0.859 -1.439 4.044
H 0.865 -1.044 1.829
H -0.045 0.273 2.685
H 3.389 -0.300 1.667
H 2.262 -0.438 0.237
H 3.716 1.108 -0.730
H 4.393 1.707 0.808
H 2.762 2.239 0.257
C -1.182 2.206 6.386
C 0.103 2.665 5.731
O 1.113 2.288 6.611
C 2.392 2.751 6.237
C 3.259 2.385 7.386
H -1.313 2.606 7.354
H -2.122 2.378 5.889
H -1.102 1.078 6.556
H 0.205 2.119 4.778
H 0.189 3.754 5.600
H 2.637 2.364 5.280
H 2.437 3.832 5.951
H 3.031 2.927 8.260
H 4.287 2.640 7.235
H 3.148 1.318 7.612
C -0.338 4.193 1.474
C 0.501 4.783 0.409
O 0.604 3.909 -0.766
C 1.668 4.187 -1.666
C 1.579 3.280 -2.829
H -0.564 5.000 2.227
H -1.231 3.810 1.012
H 0.110 3.401 2.035
H 0.040 5.665 0.011
H 1.463 5.002 0.828
H 1.658 5.216 -2.032
H 2.552 4.089 -1.081
H 0.582 3.174 -3.317
H 2.000 2.304 -2.695
H 2.173 3.766 -3.641
C -1.891 -4.665 1.998
C -1.626 -3.324 2.663
O -2.826 -2.534 2.613
C -2.540 -1.274 3.200
C -3.862 -0.530 3.354
H -0.908 -5.171 1.966
H -2.671 -5.257 2.473
H -2.232 -4.667 0.992
H -1.369 -3.467 3.700
H -0.851 -2.791 2.096
H -2.131 -1.378 4.219
H -1.787 -0.816 2.551
H -3.737 0.543 3.253
H -4.414 -0.798 4.283
H -4.539 -0.814 2.519
C -3.619 -3.551 -4.665
C -2.534 -4.030 -3.752
O -1.329 -3.221 -3.747
C -0.202 -3.794 -3.187
C -0.147 -4.023 -1.682
H -4.511 -4.135 -4.475
H -3.898 -2.538 -4.340
H -3.420 -3.666 -5.766
H -2.895 -4.051 -2.720
H -2.187 -5.054 -4.097
H 0.073 -4.719 -3.681
H 0.582 -3.125 -3.488
H -0.273 -3.107 -1.114
H 0.761 -4.659 -1.565
H -0.996 -4.660 -1.395
Cl -0.183 -0.555 -2.238
C -0.659 0.742 -1.122
Cl -2.259 0.380 -0.411
H 0.050 0.799 -0.315
H -0.688 1.623 -1.704
*
```

LUMO energy   0.75 eV
HOMO   -9.4 eV
Max |F|   0.0721 hartree/bohr
SMILES string   CCOCC.CCOCC.CCOCC.CCOCC.CCOCC.CCOCC.CCOCC.ClCCl
Frontier orbital gap   10.130 eV



[2]
Density functional theory data (ωB97M-V/def2-TZVPD) for C29H72CuF6NO31S11 as an isolated structure in a non-equilibrium geometry.

```
! RIJCOSX wB97M-V def2-TZVPD def2/J DEFGRID3
* xyz 1 2
Cu -1.337 0.996 2.903
C 3.245 0.758 1.691
F 3.787 0.290 0.632
F 4.068 0.568 2.679
F 2.970 2.035 1.628
S 1.663 -0.260 2.068
O 1.738 -1.436 1.258
O 1.794 -0.503 3.472
N 0.252 0.679 1.654
S 0.192 0.721 0.062
O -0.736 1.776 -0.258
O 1.433 0.695 -0.641
C -0.679 -0.894 -0.488
F -1.252 -1.470 0.562
F -1.599 -0.548 -1.356
F 0.216 -1.703 -0.980
O 4.224 -0.118 -6.347
S 3.007 -0.527 -5.717
O 2.777 -1.923 -5.446
O 2.800 0.319 -4.377
C 3.353 -0.205 -3.154
C 4.874 -0.125 -3.166
C 1.620 0.074 -6.670
H 2.978 -1.187 -2.856
H 2.974 0.450 -2.373
H 5.232 -0.540 -2.216
H 5.188 0.910 -3.256
H 5.298 -0.776 -3.927
H 1.837 1.069 -7.053
H 0.750 0.106 -6.021
H 1.528 -0.587 -7.527
O -4.527 0.792 -6.964
S -3.357 0.704 -6.144
O -2.078 1.127 -6.609
O -3.600 1.540 -4.793
C -4.794 1.300 -4.058
C -4.405 0.947 -2.633
C -3.295 -0.978 -5.456
H -5.278 0.398 -4.451
H -5.511 2.110 -4.144
H -5.296 1.010 -2.005
H -3.683 1.696 -2.295
H -3.965 -0.042 -2.532
H -2.622 -1.457 -6.167
H -4.281 -1.418 -5.479
H -2.800 -0.932 -4.493
O 2.432 3.553 -5.956
S 1.257 4.324 -6.247
O 0.365 3.999 -7.303
O 0.372 4.357 -4.881
C 1.064 4.209 -3.647
C 0.152 3.357 -2.775
C 1.785 6.031 -6.273
H 1.214 5.194 -3.196
H 2.038 3.728 -3.706
H 0.460 3.345 -1.737
H 0.101 2.343 -3.185
H -0.891 3.648 -2.925
H 0.977 6.732 -6.436
H 2.589 6.154 -6.998
H 2.284 6.176 -5.315
O 2.460 -3.754 4.793
S 3.833 -3.377 5.060
O 4.879 -4.197 5.571
O 4.377 -2.773 3.653
C 4.116 -3.593 2.478
C 4.988 -3.042 1.386
C 3.756 -1.831 5.916
H 3.042 -3.680 2.306
H 4.500 -4.571 2.795
H 4.815 -1.984 1.155
H 4.729 -3.479 0.426
H 6.013 -3.131 1.731
H 4.783 -1.492 5.986
H 3.355 -2.064 6.905
H 2.994 -1.241 5.425
O -1.317 3.026 2.397
S -1.247 4.461 2.280
O -2.462 5.197 2.279
O -0.356 5.036 3.490
C -0.587 6.398 3.964
C -0.228 6.476 5.440
C -0.207 4.862 0.883
H -1.657 6.576 3.830
H -0.022 7.154 3.407
H -0.580 7.451 5.778
H 0.826 6.287 5.620
H -0.805 5.726 5.981
H 0.692 4.246 0.956
H 0.112 5.884 1.063
H -0.746 4.596 -0.021
O -0.518 -5.689 -3.232
S -0.126 -4.428 -3.792
O -1.040 -3.330 -3.897
O 1.212 -3.962 -3.031
C 1.471 -4.552 -1.745
C 2.754 -3.931 -1.250
C 0.636 -4.566 -5.433
H 1.642 -5.624 -1.827
H 0.610 -4.368 -1.107
H 3.647 -4.201 -1.802
H 2.891 -4.169 -0.193
H 2.599 -2.848 -1.221
H 1.694 -4.757 -5.298
H 0.464 -3.578 -5.843
H 0.174 -5.364 -6.003
O 1.310 0.874 6.486
S 0.929 1.987 5.671
O 0.260 1.834 4.395
O 0.044 2.927 6.612
C -1.086 2.335 7.347
C -1.138 3.012 8.702
C 2.314 3.089 5.414
H -0.989 1.251 7.426
H -1.947 2.608 6.727
H -0.354 2.655 9.368
H -2.075 2.778 9.209
H -1.039 4.079 8.508
H 2.977 3.176 6.262
H 1.890 3.973 4.951
H 2.834 2.495 4.655
O -6.756 -2.167 -0.254
S -5.620 -2.982 -0.551
O -5.629 -4.393 -0.336
O -5.150 -2.713 -2.079
C -5.999 -3.241 -3.123
C -7.139 -2.304 -3.456
C -4.177 -2.277 0.232
H -6.173 -4.302 -2.917
H -5.321 -3.363 -3.977
H -6.850 -1.519 -4.146
H -7.521 -1.871 -2.532
H -7.999 -2.863 -3.831
H -4.190 -1.219 -0.022
H -3.320 -2.892 0.021
H -4.528 -2.262 1.269
O -1.060 -1.011 3.658
S -1.618 -1.947 4.644
O -2.981 -1.874 5.034
O -1.351 -3.416 4.147
C -0.150 -3.697 3.358
C -0.568 -4.406 2.092
C -0.590 -1.913 6.103
H 0.499 -4.351 3.939
H 0.401 -2.771 3.203
H -1.399 -3.901 1.602
H -0.865 -5.417 2.360
H 0.234 -4.452 1.356
H -0.688 -0.991 6.664
H 0.435 -2.195 5.858
H -0.924 -2.754 6.716
*
```

LUMO energy (alpha / beta)   -4.46 / -7.67 eV
HOMO (alpha / beta)   -12.0 / -12.0 eV
Max |F|   0.0723 hartree/bohr
Expectation value of S²   0.752
Frontier orbital gap (alpha / beta)   7.524 / 4.311 eV